(1)
Here is 4 unconnected molecules or ions with the total composition C32H74F3N2O17P4 at a distorted geometry from OMol25. Energies are from ωB97M-V/def2-TZVPD.

**Maximum force**: 0.1885 hartree/bohr
**HOMO energy**: -3.9 eV
**Energy relative to the best compared isomer or geometry (same formula, charge and spin)**: 383.2 kcal/mol

```
! RIJCOSX wB97M-V def2-TZVPD def2/J DEFGRID3
* xyz -1 1
C 1.620 7.982 -7.142
H 0.234 -4.368 11.642
H -2.612 -1.152 -0.791
C 5.699 -4.406 6.908
H 1.648 -3.350 2.491
N -0.502 2.686 -9.122
C 3.512 -7.722 9.604
O 3.015 -4.725 9.777
C 1.870 4.273 -3.335
H 1.596 1.393 -10.049
P -5.708 -1.739 1.744
O 1.928 4.722 -5.799
H -2.162 0.322 0.093
C -6.723 -4.433 3.186
C 0.998 4.255 -4.763
H -6.176 -4.732 -0.260
H 0.702 3.107 -4.899
H -0.972 -0.928 5.403
O 0.405 0.697 1.297
C 0.947 -4.925 11.027
H 5.227 -3.580 7.452
H 2.819 -3.057 4.706
H -1.698 2.633 -4.397
H 1.598 -0.517 -0.337
H 2.477 -3.438 11.255
H -4.530 0.345 -0.830
C 0.277 3.264 -1.656
P 0.239 -0.628 2.082
C -1.019 3.828 -8.279
H -6.190 -4.127 -1.931
C -2.819 -0.552 0.101
O 2.437 -6.883 9.196
H 4.151 0.029 1.292
H 3.717 0.757 -0.270
H -4.481 0.607 0.905
H -4.945 -3.398 3.855
H -0.373 1.409 -3.627
H -1.878 2.609 -1.315
H 5.289 -6.409 6.260
C -1.145 4.967 -10.859
H 6.534 -4.747 7.529
C 4.733 -5.550 6.653
H -1.762 3.967 -11.054
H -2.881 4.031 -2.845
O 4.128 -5.957 7.871
H -2.161 3.550 -8.137
H -2.556 -1.177 0.962
O 0.785 5.323 -9.014
H 4.032 -8.126 8.729
O 0.632 0.051 3.539
H -0.840 1.502 3.527
H -6.826 -5.089 4.055
C 4.482 -7.089 10.588
C 2.350 -0.774 0.415
C 2.099 -2.313 4.350
C 1.129 -2.947 3.367
H 1.411 -5.704 11.641
N 1.013 4.495 -2.112
C 0.550 6.797 -6.773
H 3.948 -6.678 11.451
H -5.012 -3.515 -0.771
C 1.522 1.094 -8.897
C -4.278 -0.131 0.124
H -0.482 7.071 -7.258
C 1.998 -3.998 10.446
H 0.380 6.850 -5.593
C 3.315 0.370 0.670
H 2.419 1.637 -8.371
O -5.104 -3.279 1.798
H 0.094 1.337 5.017
O -5.112 -1.273 0.261
C -7.040 -2.760 -0.492
O -7.048 -2.424 0.891
H -2.149 0.407 5.404
H 1.085 9.012 -6.862
H 0.025 1.322 -6.117
H 2.844 1.196 1.214
H -7.085 -4.962 2.298
H -0.197 5.023 -11.569
F 3.370 9.412 -6.043
O 1.969 8.085 -8.570
H 1.847 9.066 -8.829
H 0.391 -5.430 10.233
H 0.077 4.951 -4.564
F 4.161 7.329 -6.893
H 1.565 -1.903 5.213
H 6.100 -4.019 5.968
H -6.916 -1.858 -1.101
H 0.239 3.150 -0.478
O 1.744 -1.181 1.634
H -1.777 1.272 -6.923
H -0.472 -0.180 -7.158
C -1.436 -0.150 4.789
C -1.394 1.976 -3.448
H 2.638 5.181 -3.411
C -1.250 3.090 -2.209
H -7.373 -3.567 3.333
H 1.543 -3.273 9.764
H 0.667 -3.808 3.861
P 1.148 5.026 -7.323
H 2.667 -1.494 3.904
O 0.054 -2.108 2.959
P 2.622 -5.404 8.319
C -0.385 0.778 4.209
F 2.794 7.428 -4.847
O -4.508 -1.125 2.508
H 1.810 3.775 -7.718
C -6.048 -3.842 -0.884
H 2.519 3.302 -3.242
H 0.893 2.324 -2.059
H 0.420 5.349 -2.166
O -1.945 4.334 -2.567
H 5.050 -6.270 10.142
H 2.906 -1.633 0.023
C 3.000 7.957 -6.215
H -1.992 -0.654 3.995
C -0.645 0.986 -7.034
H -8.046 -3.132 -0.716
H 5.202 -7.832 10.944
O -0.351 4.192 -7.020
C -5.280 -4.001 3.005
H -1.420 5.959 -8.888
C 0.049 1.680 -8.368
O 2.788 -4.079 7.534
C -0.681 5.131 -9.272
H 2.446 5.601 -7.683
H -2.301 1.259 -3.223
H 3.050 -8.584 10.098
H 3.982 -5.293 5.900
H -1.889 5.843 -11.182
H 1.589 -0.086 -8.799
H -4.638 -4.885 2.952
*
```



(2)
Here is a molecular structure, C29H41IrN3O9PSi4Te at a distorted geometry from OMol25. Energies are from ωB97M-V/def2-TZVPD.

**Maximum force**: 0.0504 hartree/bohr
**HOMO energy (spin up / spin down)**: -9.9 / -10.0 eV
**Energy relative to the best compared isomer or geometry (same formula, charge and spin)**: 145.6 kcal/mol

```
! RIJCOSX wB97M-V def2-TZVPD def2/J DEFGRID3
* xyz 1 2
Si 2.052 0.405 -3.696
H 2.409 -0.604 2.318
H 0.595 3.421 -1.628
C -2.385 3.110 -0.029
O -0.877 -2.824 6.290
H 1.810 -4.000 -2.931
C 2.324 2.805 1.228
N 0.331 -2.238 0.577
O 0.124 -4.248 5.029
Si 2.390 -3.372 -0.566
O -3.072 -0.845 -0.891
H 0.313 -3.659 2.751
H -5.059 2.787 3.994
H -5.589 -0.290 -1.434
H -4.726 0.444 4.698
H -5.185 0.650 -2.885
O -0.112 0.482 1.064
H -4.658 -0.801 0.639
H 2.964 3.269 1.973
C 1.313 -4.062 -1.968
C -4.737 0.701 3.650
C -0.257 -0.364 2.050
H 3.989 -0.025 -5.199
C -0.452 3.207 -1.473
H -2.862 3.474 0.873
H 4.721 -3.263 -1.451
O -1.752 1.947 2.581
Ir -2.350 0.892 0.685
H 0.386 -3.498 -2.031
H 2.216 3.516 0.416
C 0.072 -2.622 2.918
H 2.385 2.310 -5.266
C -0.733 -0.893 4.403
H -3.194 2.268 -3.220
H 0.811 -1.447 -4.877
C -1.045 3.459 -0.250
C -0.317 -2.193 4.184
C 3.727 -0.373 -4.204
H 0.486 0.093 -5.641
H 5.171 0.528 -0.641
C -4.894 2.349 1.909
C -4.859 0.389 -1.877
H -1.090 -0.574 5.372
H 5.427 1.947 0.337
C 3.328 -0.082 2.068
C -2.586 2.521 -2.365
Te -0.773 -0.143 -1.271
H 4.074 -0.834 1.829
H 3.661 0.436 2.965
N -1.309 1.267 3.574
C 4.711 1.452 -0.309
C 0.620 -0.397 -4.680
H 3.053 2.729 -3.709
C 0.108 -1.716 1.873
O -0.656 -1.918 -0.304
H 4.376 -1.835 -0.499
O 1.577 -1.950 0.008
C -1.239 2.784 -2.543
H 1.328 2.844 -3.985
C -0.751 0.017 3.344
H 3.705 -1.456 -4.244
O -2.727 -0.026 -2.875
N -0.357 -3.160 5.253
C -4.909 2.020 3.251
C -3.153 2.556 -1.088
H 4.532 -0.073 -3.541
H -4.530 -1.327 3.002
C -4.609 0.020 1.338
C 3.959 -2.529 -1.220
H -5.067 3.373 1.608
P -4.901 1.976 -0.839
H -0.328 -0.329 -4.146
C 2.664 -4.552 0.898
H 3.757 -1.974 -2.127
H 2.145 -5.496 0.758
H 4.576 2.083 -1.180
Si 3.064 1.147 0.624
H -0.487 3.910 0.556
C -3.491 -0.232 -1.916
C 2.209 2.251 -4.195
H 1.046 -5.101 -1.809
Si 1.747 0.280 -1.228
O -1.441 1.691 4.719
H -0.818 2.700 -3.533
H 3.716 -4.788 1.017
H 2.323 -4.133 1.839
C -4.604 -0.292 2.697
H 1.349 2.663 1.682
C -4.704 1.366 0.918
*
```